Here is a structure of composition C32H79N5O2V from OMol25. Energies are from ωB97M-V with the def2-TZVPD basis set.

For the LUMO energy (spin up / spin down), the calculation gives 0.0180 / 0.0177 hartree. The HOMO energy (spin up / spin down) comes out at -6.2 / -7.9 eV. The spin multiplicity is 4. For the maximum force, the calculation gives 4.82 eV Å⁻¹. The expectation value of S² is 3.758.

Each line ends with the Mulliken charge.
CARTESIAN COORDINATES (ANGSTROEM)
V: 1.417 1.054 -1.675  0.375
O: 1.283 -0.337 -3.038  -0.820
C: -0.115 -0.595 -3.102  -0.858
C: -0.669 -0.367 -1.732  0.706
O: -0.571 0.957 -1.271  0.845
H: -0.148 -1.640 -3.433  0.389
H: -0.550 0.016 -3.916  0.231
H: -0.154 -0.983 -1.100  0.255
H: -1.687 -0.753 -1.791  -0.429
C: -3.603 2.474 -3.837  -1.562
C: -3.606 1.055 -3.285  0.092
N: -4.430 0.969 -2.115  0.199
C: -4.710 -0.455 -1.821  0.396
C: -6.077 -0.933 -2.254  -1.527
C: -3.627 1.571 -1.055  0.483
C: -4.465 1.865 0.179  -0.973
H: -3.132 2.638 -4.751  0.483
H: -3.004 3.112 -3.162  0.189
H: -4.608 2.947 -3.994  0.314
H: -2.692 0.595 -3.012  -0.013
H: -4.018 0.393 -4.076  0.471
H: -4.530 -0.747 -0.772  0.046
H: -3.918 -1.116 -2.294  0.072
H: -6.911 -0.292 -1.801  0.304
H: -6.245 -1.968 -1.892  0.422
H: -6.231 -1.080 -3.378  0.272
H: -3.173 2.591 -1.240  -0.020
H: -2.798 0.975 -0.630  -0.404
H: -5.376 2.421 0.005  0.480
H: -3.846 2.446 0.923  0.131
H: -4.660 0.846 0.656  0.191
C: 4.082 2.559 -2.383  -1.360
C: 2.987 3.662 -2.154  -1.106
N: 1.640 3.184 -2.308  1.230
C: 0.767 4.081 -1.522  -0.370
C: 0.615 5.442 -2.182  -1.611
C: 1.343 3.098 -3.724  -0.835
C: -0.128 2.892 -4.034  -1.284
H: 4.987 3.024 -2.056  0.505
H: 4.182 2.180 -3.384  0.365
H: 3.940 1.700 -1.694  0.110
H: 3.243 4.534 -2.872  0.393
H: 3.222 4.182 -1.220  0.632
H: 1.159 4.176 -0.479  0.540
H: -0.238 3.625 -1.509  -0.222
H: 0.305 5.470 -3.152  0.392
H: 1.614 5.894 -2.378  0.374
H: 0.052 6.131 -1.545  0.422
H: 1.952 2.289 -4.120  0.465
H: 1.627 4.011 -4.269  0.485
H: -0.663 2.198 -3.376  -0.043
H: -0.345 2.746 -5.057  0.464
H: -0.782 3.669 -3.649  0.345
C: 4.329 -0.956 -1.753  -1.577
C: 3.338 -1.018 -0.576  0.030
N: 2.948 0.293 -0.072  0.696
C: 1.839 -0.069 0.796  -0.424
C: 0.975 1.129 1.105  -0.461
C: 4.118 0.658 0.726  -0.668
C: 3.953 2.060 1.354  -1.125
H: 3.853 -0.441 -2.565  0.234
H: 4.458 -2.000 -2.129  0.415
H: 5.257 -0.415 -1.563  0.245
H: 3.613 -1.687 0.300  0.423
H: 2.444 -1.508 -0.986  -0.194
H: 2.167 -0.550 1.673  1.158
H: 1.093 -0.740 0.476  -0.818
H: 0.948 1.926 0.350  -0.412
H: 1.360 1.657 1.928  0.896
H: 0.011 0.832 1.339  -0.741
H: 5.126 0.643 0.213  0.437
H: 4.386 -0.090 1.478  0.665
H: 3.363 1.881 2.257  0.304
H: 3.375 2.768 0.690  0.062
H: 4.896 2.600 1.611  0.372
C: 0.353 -4.010 4.817  -1.706
C: 0.733 -3.651 3.416  1.550
N: 0.870 -4.919 2.661  0.099
C: 2.199 -5.437 2.857  -0.369
C: 2.522 -6.915 2.461  -1.443
C: 0.625 -4.766 1.221  -1.253
C: 1.611 -3.804 0.503  -0.304
H: -0.164 -3.105 5.235  0.367
H: 1.199 -4.091 5.508  0.412
H: -0.279 -4.929 5.001  0.323
H: 1.637 -3.005 3.227  -0.021
H: -0.156 -3.187 3.037  -1.024
H: 2.412 -5.445 3.918  0.400
H: 2.986 -4.884 2.409  0.259
H: 1.845 -7.641 2.968  0.287
H: 3.593 -6.980 2.743  0.408
H: 2.561 -7.060 1.411  0.393
H: -0.382 -4.457 1.167  0.455
H: 0.609 -5.865 0.902  0.435
H: 1.891 -2.994 1.169  -0.043
H: 1.100 -3.467 -0.447  0.318
H: 2.551 -4.306 0.245  0.445
C: -1.871 -1.750 1.248  -1.540
C: -2.713 -0.639 1.821  -0.175
N: -1.937 0.043 2.833  1.040
C: -1.407 -0.714 3.975  -1.005
C: 0.147 -0.629 3.820  -0.596
C: -2.552 1.271 3.220  -0.839
C: -1.795 2.407 2.606  -0.878
H: -1.689 -2.590 1.833  0.674
H: -0.936 -1.316 0.901  -0.162
H: -2.410 -2.242 0.454  0.645
H: -3.623 -0.951 2.241  0.616
H: -2.943 0.132 1.153  -0.861
H: -1.701 -1.757 3.826  0.418
H: -1.665 -0.355 4.989  0.326
H: 0.546 -1.321 4.579  0.474
H: 0.420 0.342 3.721  0.515
H: 0.258 -1.066 2.835  -0.348
H: -2.542 1.256 4.317  0.459
H: -3.624 1.387 3.025  0.385
H: -0.800 2.424 2.937  0.406
H: -2.288 3.351 2.789  0.456
H: -1.744 2.255 1.526  -0.144


Here is a structure of composition C32H80O16 from OMol25. Energies are from ωB97M-V with the def2-TZVPD basis set.

For the LUMO energy, the calculation gives 0.0191 hartree. The HOMO energy comes out at -8.5 eV. For the maximum force, the calculation gives 10.73 eV Å⁻¹.

Each line ends with the Mulliken charge.
CARTESIAN COORDINATES (ANGSTROEM)
C: 1.436 -1.714 -1.722  0.099
O: 2.606 -2.183 -1.242  -0.540
C: 3.068 -1.505 -0.052  1.711
C: 4.398 -2.164 0.398  -1.138
O: 4.177 -2.543 1.773  -0.403
C: 3.489 -3.718 2.113  -0.545
H: 1.455 -2.238 -2.678  0.393
H: 1.622 -0.643 -1.797  -0.416
H: 0.579 -2.065 -1.147  -0.137
H: 2.297 -1.615 0.711  -0.006
H: 3.169 -0.441 -0.264  -0.905
H: 5.205 -1.455 0.581  0.270
H: 4.569 -3.121 -0.096  0.489
H: 4.122 -4.479 1.658  0.500
H: 2.446 -3.634 1.808  0.227
H: 3.560 -3.727 3.201  0.171
C: -2.987 -6.547 3.743  -0.740
O: -2.221 -6.165 4.836  -0.349
C: -2.576 -4.903 5.460  -0.687
C: -1.876 -3.701 4.724  -0.207
O: -2.432 -3.498 3.368  -0.351
C: -1.897 -2.420 2.657  -0.107
H: -2.558 -7.408 3.229  0.278
H: -3.105 -5.838 2.924  0.245
H: -4.026 -6.748 4.003  0.358
H: -2.248 -4.814 6.496  0.424
H: -3.653 -4.736 5.462  0.336
H: -0.791 -3.734 4.821  0.200
H: -2.267 -2.868 5.309  0.411
H: -2.592 -2.198 1.847  0.323
H: -0.944 -2.681 2.196  0.808
H: -1.705 -1.452 3.120  0.377
C: 3.012 1.116 -3.182  -1.432
O: 3.363 2.319 -2.701  -0.217
C: 4.738 2.550 -2.637  -0.726
C: 5.447 1.804 -1.487  -0.382
O: 5.162 2.193 -0.121  -0.518
C: 3.985 1.543 0.469  -0.582
H: 2.920 0.297 -2.469  0.613
H: 3.614 0.734 -4.007  0.525
H: 2.007 1.230 -3.588  0.035
H: 4.630 3.591 -2.334  0.385
H: 5.244 2.379 -3.587  0.596
H: 6.529 1.915 -1.565  0.506
H: 5.332 0.722 -1.545  0.162
H: 3.177 1.482 -0.260  1.418
H: 3.637 2.156 1.301  0.529
H: 4.227 0.562 0.877  0.579
C: -0.754 6.191 2.586  -0.743
O: 0.076 5.211 1.961  -0.579
C: -0.136 5.072 0.567  -0.007
C: 0.751 3.977 -0.050  0.282
O: 2.163 4.142 0.230  -0.646
C: 2.968 3.448 -0.751  -0.065
H: -1.754 5.772 2.692  0.294
H: -0.653 7.196 2.175  0.305
H: -0.335 6.397 3.571  0.275
H: -0.093 5.943 -0.087  0.467
H: -1.150 4.673 0.595  -0.130
H: 0.510 3.968 -1.113  0.390
H: 0.442 2.985 0.279  -0.350
H: 2.715 3.711 -1.778  0.592
H: 2.719 2.399 -0.593  -1.881
H: 4.029 3.445 -0.500  0.947
C: 0.276 3.092 -6.801  -0.630
O: -0.641 2.169 -6.231  -0.369
C: -1.517 2.745 -5.296  -0.065
C: -2.666 1.695 -4.976  -0.368
O: -3.822 2.433 -4.617  -0.478
C: -4.074 2.517 -3.183  -0.215
H: 1.184 3.190 -6.205  0.136
H: -0.135 4.093 -6.924  0.321
H: 0.698 2.679 -7.717  0.296
H: -1.994 3.613 -5.752  0.450
H: -1.011 3.022 -4.371  0.014
H: -2.271 0.946 -4.291  0.036
H: -2.900 1.211 -5.924  0.470
H: -4.779 3.340 -3.065  0.418
H: -3.184 2.929 -2.707  -0.031
H: -4.207 1.550 -2.697  0.347
C: -2.003 3.084 2.717  0.114
O: -3.338 3.338 2.226  -0.330
C: -4.180 2.266 1.813  -0.887
C: -3.871 1.557 0.390  0.870
O: -4.196 2.482 -0.663  -0.302
C: -3.300 3.537 -0.866  -0.569
H: -2.255 2.706 3.708  0.443
H: -1.492 4.043 2.802  -0.323
H: -1.434 2.389 2.099  -0.015
H: -5.254 2.439 1.871  0.373
H: -4.085 1.434 2.510  0.415
H: -4.662 0.807 0.384  0.376
H: -2.932 1.006 0.335  -0.337
H: -2.333 3.167 -1.207  0.078
H: -3.180 4.172 0.011  0.457
H: -3.606 4.299 -1.583  0.565
C: 1.249 1.391 -1.108  0.891
O: 0.222 1.845 -1.997  -1.013
C: -1.040 1.730 -1.318  1.371
C: -1.526 0.257 -1.113  -1.816
O: -1.121 -0.338 0.162  -0.462
C: -1.344 -1.753 0.230  -0.303
H: 1.215 1.878 -0.133  0.231
H: 2.211 1.499 -1.610  -1.863
H: 1.153 0.334 -0.860  0.857
H: -1.632 2.254 -2.069  -0.311
H: -1.167 2.438 -0.499  -1.147
H: -1.022 -0.400 -1.822  1.208
H: -2.601 0.281 -1.291  0.280
H: -0.588 -2.324 -0.310  0.693
H: -2.399 -1.895 -0.003  0.522
H: -1.245 -1.979 1.292  -0.487
C: 0.058 -3.542 0.717  -1.343
O: 0.856 -3.360 1.916  -0.968
C: 0.667 -4.504 2.784  0.136
C: 1.385 -5.841 2.253  -0.189
O: 0.659 -6.338 1.138  -0.377
C: -0.659 -6.858 1.183  -0.197
H: 0.645 -4.166 0.042  0.722
H: -0.223 -2.591 0.265  -0.974
H: -0.881 -4.073 0.870  0.759
H: -0.385 -4.715 2.978  -0.443
H: 1.150 -4.169 3.702  0.310
H: 1.480 -6.654 2.973  0.479
H: 2.314 -5.488 1.805  0.155
H: -1.226 -6.291 1.921  -0.382
H: -0.695 -7.903 1.491  0.383
H: -1.195 -6.846 0.234  0.287


Here is a cluster of 6 separate species, C32H81N5O12 in total from OMol25. Energies are from ωB97M-V with the def2-TZVPD basis set.

For the LUMO energy, the calculation gives 0.0181 hartree. The HOMO energy comes out at -8.4 eV. The SMILES is COCCNCCOC.COCCNCCOC.COCCNCCOC.COCCNCCOC.COCCNCCOC.OCCO. For the maximum force, the calculation gives 11.84 eV Å⁻¹.

Each line ends with the Mulliken charge.
CARTESIAN COORDINATES (ANGSTROEM)
C: -16.973 4.511 -28.877  -1.339
O: -15.940 4.025 -28.068  0.399
C: -15.286 2.967 -28.721  -1.174
C: -14.067 2.690 -27.846  -0.789
N: -13.114 3.748 -27.883  -0.307
C: -12.051 3.587 -26.898  -0.403
C: -10.961 4.612 -27.054  -0.238
O: -9.969 4.585 -26.323  -0.298
C: -9.000 3.606 -26.612  -0.840
H: -16.608 4.968 -29.802  0.412
H: -17.480 5.331 -28.347  0.296
H: -17.725 3.742 -29.161  0.314
H: -15.021 3.295 -29.686  0.752
H: -15.926 2.066 -28.785  0.185
H: -13.625 1.743 -28.145  0.630
H: -14.406 2.550 -26.806  0.167
H: -13.749 4.561 -27.590  0.215
H: -11.621 2.551 -26.873  0.437
H: -12.435 3.698 -25.909  0.304
H: -11.355 5.575 -26.902  -0.007
H: -10.670 4.582 -28.133  0.384
H: -9.372 2.584 -26.485  0.303
H: -8.266 3.771 -25.867  0.299
H: -8.537 3.790 -27.559  0.341
C: -20.456 0.958 -24.508  -0.745
O: -21.539 1.966 -24.423  -0.332
C: -22.162 1.924 -23.228  -0.593
C: -23.283 2.956 -23.393  0.118
N: -24.075 2.953 -22.162  -0.399
C: -24.401 4.295 -21.634  -0.153
C: -25.409 4.086 -20.607  -0.835
O: -25.034 3.554 -19.556  -0.311
C: -26.161 3.490 -18.643  -0.906
H: -20.001 1.034 -25.558  0.113
H: -20.807 -0.057 -24.551  0.622
H: -19.704 0.981 -23.752  0.139
H: -21.475 2.226 -22.393  0.020
H: -22.587 0.967 -23.060  0.594
H: -23.919 2.860 -24.273  0.367
H: -22.776 3.867 -23.499  -0.270
H: -23.465 2.468 -21.451  0.234
H: -24.752 4.893 -22.419  0.508
H: -23.514 4.791 -21.241  0.004
H: -26.232 3.445 -20.993  0.339
H: -25.718 5.047 -20.301  0.461
H: -25.846 3.741 -17.660  0.304
H: -26.602 2.540 -18.680  0.333
H: -26.947 4.207 -18.804  0.392
C: -17.781 -1.075 -28.709  -0.853
O: -17.880 -0.177 -27.610  -0.294
C: -16.675 -0.098 -26.861  -1.126
C: -16.835 1.065 -25.852  1.403
N: -15.650 1.053 -24.963  -0.538
C: -15.644 2.162 -24.047  1.482
C: -14.549 1.976 -23.025  -1.856
O: -13.383 2.316 -23.266  -0.229
C: -12.377 1.736 -22.401  -0.847
H: -18.726 -1.204 -29.131  0.285
H: -17.558 -2.073 -28.372  0.334
H: -17.043 -0.693 -29.472  0.258
H: -15.750 -0.069 -27.439  0.376
H: -16.595 -1.036 -26.300  0.520
H: -17.819 1.007 -25.336  -0.230
H: -16.734 2.037 -26.338  -0.748
H: -14.809 1.125 -25.520  0.561
H: -16.562 2.258 -23.527  -0.283
H: -15.322 3.089 -24.585  -0.084
H: -14.622 0.955 -22.630  0.322
H: -14.722 2.565 -22.187  0.648
H: -11.360 2.142 -22.616  0.239
H: -12.136 0.709 -22.678  0.350
H: -12.637 1.869 -21.341  0.301
C: -22.153 6.898 -23.675  -0.629
O: -22.019 6.505 -22.324  -0.358
C: -20.643 6.378 -22.010  -0.657
C: -20.393 4.955 -21.720  0.343
N: -18.990 4.732 -21.387  -0.247
C: -18.704 3.312 -21.397  0.475
C: -17.369 3.113 -20.771  -1.042
O: -16.654 2.086 -20.902  -0.140
C: -17.313 0.925 -20.481  -0.893
H: -23.174 7.074 -23.888  0.327
H: -21.713 6.121 -24.285  0.126
H: -21.651 7.848 -23.940  0.331
H: -20.331 6.881 -21.057  0.285
H: -20.002 6.783 -22.801  0.306
H: -20.691 4.351 -22.566  -0.944
H: -20.986 4.521 -20.932  0.709
H: -18.905 5.020 -20.438  0.334
H: -18.650 2.979 -22.416  -0.578
H: -19.440 2.835 -20.769  0.652
H: -17.463 3.417 -19.742  0.550
H: -16.611 3.758 -21.263  0.035
H: -17.713 1.015 -19.484  0.417
H: -16.608 0.082 -20.411  0.257
H: -18.145 0.696 -21.085  0.228
C: -10.581 8.802 -23.802  -0.705
O: -10.891 9.180 -25.125  -0.455
C: -11.422 8.152 -25.916  -0.665
C: -12.938 7.958 -25.852  -0.299
N: -13.369 6.927 -26.763  -0.140
C: -14.878 6.853 -26.787  -1.306
C: -15.418 6.187 -25.550  0.631
O: -15.262 6.680 -24.395  -0.585
C: -16.132 6.194 -23.332  -0.283
H: -10.009 9.553 -23.287  0.271
H: -10.190 7.798 -23.761  0.279
H: -11.516 8.654 -23.289  0.285
H: -10.893 7.253 -25.662  0.369
H: -11.129 8.309 -26.897  0.492
H: -13.401 8.890 -26.209  0.268
H: -13.256 7.827 -24.846  0.298
H: -13.147 6.047 -26.371  -0.220
H: -15.288 6.405 -27.674  0.110
H: -15.240 7.887 -26.822  0.654
H: -15.063 5.199 -25.470  0.048
H: -16.465 6.124 -25.700  0.258
H: -15.954 6.735 -22.397  0.369
H: -15.856 5.145 -23.190  -0.080
H: -17.159 6.328 -23.627  0.078
O: -17.935 3.948 -24.931  1.208
C: -19.223 4.250 -25.173  0.956
C: -19.474 3.865 -26.526  0.029
O: -20.870 3.798 -26.731  -0.732
H: -17.776 4.111 -24.026  -0.830
H: -19.788 3.616 -24.479  -0.874
H: -19.446 5.283 -24.893  0.143
H: -19.105 2.870 -26.738  0.005
H: -19.046 4.604 -27.157  0.091
H: -21.191 3.138 -26.155  0.412


Among the records above, which one has the highest maximum force? C32H81N5O12


Which of these has the highest maximum force? C32H81N5O12